{
  "formula": "C4H8O",
  "method": "ωB97M-V/def2-TZVPD",
  "relative_energy_kcal_mol": 14.7,
  "homo_lumo_gap_ev": 10.70,
  "smiles": "CC(C)C=O",
  "total_energy_ev": -6324.5302,
  "elements": ["C", "C", "C", "C", "O", "H", "H", "H", "H", "H", "H", "H", "H"],
  "coordinates": [[0.245, -1.275, 0.602], [-0.025, -0.103, -0.413], [0.890, 1.131, -0.522], [-1.377, 0.302, 0.104], [-1.558, 1.206, 0.884], [1.121, -1.114, 1.234], [-0.606, -1.382, 1.296], [0.325, -2.242, 0.096], [-0.131, -0.539, -1.415], [0.306, 1.952, -0.963], [1.755, 0.973, -1.176], [1.243, 1.502, 0.442], [-2.186, -0.411, -0.170]],
  "forces_ev_per_angstrom": [[0.14, -0.07, -0.01], [-0.11, 0.04, 0.01], [0.07, -0.05, 0.09], [-0.16, 0.24, 0.24], [-0.16, -0.17, -0.49], [0.01, 0.09, -0.23], [0.33, 0.03, -0.18], [0.21, 0.23, 0.02], [-0.12, 0.06, 0.21], [0.14, -0.23, 0.08], [-0.14, -0.20, 0.22], [-0.06, -0.19, -0.01], [-0.15, 0.22, 0.06]],
  "mulliken_charge": [-1.1567, 0.6655, -1.3333, -0.3366, -0.4950, 0.3198, 0.3363, 0.2821, 0.2864, 0.3064, 0.3895, 0.3129, 0.4227]
}